Entry 1:
{
  "formula": "C5H13NO",
  "method": "ωB97M-V/def2-TZVPD",
  "species": ["C", "C", "C", "C", "C", "N", "H", "H", "H", "H", "H", "H", "H", "H", "H", "H", "H", "O", "H", "H"],
  "xyz": [[-0.841, -2.808, -1.076], [-0.815, -1.423, -0.543], [0.150, -0.479, -1.245], [0.752, 0.526, -0.551], [1.830, 1.156, -1.409], [0.797, 0.855, 0.758], [-1.392, -3.580, -0.543], [0.209, -3.160, -1.314], [-1.505, -2.885, -2.036], [-1.915, -1.192, -0.456], [-0.341, -1.477, 0.482], [0.463, -0.669, -2.269], [1.547, 2.009, -2.241], [2.541, 0.396, -1.829], [2.631, 1.657, -0.831], [1.234, 1.639, 1.021], [0.315, 0.407, 1.549], [-1.512, 1.878, 3.145], [-2.049, 2.556, 2.858], [-1.668, 1.467, 4.078]],
  "lumo_energy_ev": 0.668,
  "homo_lumo_gap_ev": 8.060,
  "total_energy_ev": -8931.2719,
  "smiles": "CC/C=C(/C)N.O",
  "total_charge": 0,
  "relative_energy_ev": 2.739,
  "e_homo_ev": -7.4
}



Entry 2:
{
  "formula": "C15H14EuN2O5",
  "method": "ωB97M-V/def2-TZVPD",
  "species": ["Eu", "C", "O", "C", "O", "C", "O", "C", "O", "H", "H", "C", "N", "N", "C", "O", "C", "C", "C", "C", "C", "C", "C", "C", "C", "H", "H", "H", "H", "H", "H", "H", "H", "H", "H", "H", "H"],
  "xyz": [[0.048, -0.144, 0.066], [0.237, -0.725, -1.798], [0.374, -1.155, -2.933], [-0.645, 1.703, -0.782], [-1.018, 2.698, -1.303], [1.865, 0.701, -0.027], [2.971, 1.084, -0.088], [-1.869, -0.663, 0.035], [-2.972, -1.113, 0.016], [-0.068, 0.276, 1.886], [-0.371, 1.082, 1.527], [2.656, -4.691, 4.124], [2.226, -3.612, 3.248], [0.982, -3.509, 2.622], [1.034, -2.385, 1.828], [0.042, -1.973, 1.118], [2.350, -1.798, 2.002], [3.019, -2.589, 2.869], [4.384, -2.360, 3.312], [-0.168, -4.329, 2.844], [-0.470, -4.827, 4.113], [-1.616, -5.596, 4.324], [-2.487, -5.864, 3.267], [-2.204, -5.349, 1.999], [-1.062, -4.582, 1.787], [3.576, -5.117, 3.720], [1.939, -5.503, 4.207], [2.871, -4.271, 5.117], [2.690, -0.887, 1.519], [4.418, -2.226, 4.397], [5.027, -3.199, 3.026], [4.794, -1.450, 2.846], [0.165, -4.609, 4.975], [-1.839, -5.981, 5.325], [-3.385, -6.465, 3.436], [-2.893, -5.554, 1.171], [-0.870, -4.190, 0.784]],
  "lumo_energy_ev": [-7.842, -11.275],
  "homo_lumo_gap_ev": [5.612, 5.086],
  "total_energy_ev": -48296.4847,
  "multiplicity": 8,
  "total_charge": 2,
  "relative_energy_ev": 15.806,
  "e_homo_ev": [-13.5, -16.4]
}



Entry 3:
{
  "formula": "C49H44N5O8PSTi",
  "method": "ωB97M-V/def2-TZVPD",
  "species": ["Ti", "C", "O", "C", "N", "C", "C", "C", "C", "C", "C", "C", "C", "C", "C", "C", "C", "N", "C", "N", "C", "C", "O", "C", "C", "C", "C", "C", "C", "H", "H", "H", "H", "H", "H", "H", "H", "H", "H", "H", "H", "H", "H", "H", "H", "H", "H", "H", "O", "S", "O", "O", "C", "C", "C", "C", "C", "C", "P", "C", "C", "C", "C", "C", "C", "C", "C", "C", "C", "C", "C", "H", "H", "H", "H", "H", "H", "H", "H", "H", "H", "H", "H", "H", "H", "C", "C", "C", "C", "C", "C", "O", "N", "C", "O", "N", "C", "O", "H", "H", "H", "H", "H", "H", "H", "H", "H", "H", "H"],
  "xyz": [[-0.050, 0.232, 0.060], [-3.945, 1.303, 1.797], [-3.637, -0.087, 2.173], [-2.451, -0.315, 1.688], [-1.771, 0.658, 1.192], [-2.581, 1.889, 1.373], [-2.676, 2.835, 0.199], [-3.608, 3.863, 0.275], [-3.705, 4.810, -0.737], [-2.856, 4.751, -1.828], [-1.919, 3.729, -1.920], [-1.854, 2.781, -0.917], [-1.852, -1.652, 1.657], [-2.367, -2.829, 2.168], [-1.639, -3.999, 1.963], [-0.448, -3.959, 1.246], [-0.020, -2.730, 0.767], [-0.697, -1.607, 0.988], [1.152, -2.469, -0.071], [1.362, -1.270, -0.488], [2.585, -1.312, -1.328], [2.905, -2.830, -1.340], [1.970, -3.425, -0.391], [2.518, -0.767, -2.740], [1.535, 0.074, -3.240], [1.582, 0.520, -4.553], [2.629, 0.149, -5.383], [3.625, -0.678, -4.889], [3.566, -1.134, -3.582], [-4.386, 1.769, 2.674], [-4.652, 1.254, 0.971], [-2.122, 2.437, 2.205], [-4.263, 3.943, 1.135], [-4.439, 5.600, -0.660], [-2.916, 5.499, -2.605], [-1.242, 3.682, -2.759], [-1.115, 1.979, -1.019], [-3.310, -2.825, 2.695], [-2.010, -4.940, 2.345], [0.129, -4.848, 1.040], [3.347, -0.756, -0.769], [3.908, -3.082, -1.002], [2.680, -3.285, -2.304], [0.692, 0.380, -2.631], [0.795, 1.159, -4.927], [2.667, 0.500, -6.404], [4.449, -0.975, -5.522], [4.360, -1.778, -3.224], [0.107, 2.238, 1.014], [1.360, 2.576, 0.288], [1.401, 3.703, -0.566], [1.531, 1.244, -0.465], [2.550, 2.660, 1.550], [3.350, 3.783, 1.648], [4.122, 3.946, 2.795], [4.044, 3.018, 3.817], [3.232, 1.892, 3.701], [2.478, 1.688, 2.557], [1.602, 0.097, 2.311], [0.847, -0.247, 3.920], [-0.370, 0.385, 4.185], [-0.986, 0.242, 5.418], [-0.386, -0.533, 6.402], [0.837, -1.138, 6.158], [1.459, -0.994, 4.927], [3.020, -1.028, 2.157], [2.885, -2.378, 2.486], [3.959, -3.246, 2.367], [5.182, -2.775, 1.910], [5.325, -1.437, 1.574], [4.253, -0.565, 1.699], [3.347, 4.519, 0.858], [4.760, 4.812, 2.895], [4.622, 3.161, 4.718], [3.204, 1.169, 4.506], [-0.814, 1.030, 3.436], [-1.923, 0.743, 5.617], [-0.863, -0.648, 7.365], [1.318, -1.718, 6.933], [2.423, -1.456, 4.765], [1.945, -2.757, 2.870], [3.843, -4.284, 2.640], [6.025, -3.447, 1.829], [6.277, -1.062, 1.228], [4.396, 0.479, 1.447], [-2.267, 1.643, -4.309], [-3.515, 0.978, -3.745], [-3.240, -0.427, -3.172], [-4.564, -1.176, -2.904], [-4.372, -2.550, -2.279], [-2.470, -1.213, -4.199], [-2.857, -1.407, -5.321], [-1.291, -1.767, -3.747], [-0.777, -1.718, -2.468], [0.056, -2.545, -2.151], [-1.205, -0.686, -1.617], [-2.519, -0.259, -1.832], [-3.131, 0.302, -0.944], [-2.456, 2.690, -4.537], [-1.943, 1.157, -5.227], [-1.436, 1.607, -3.597], [-4.261, 0.864, -4.531], [-3.957, 1.580, -2.947], [-5.076, -1.266, -3.862], [-5.171, -0.541, -2.259], [-3.784, -3.209, -2.919], [-5.332, -3.035, -2.113], [-3.871, -2.482, -1.308], [-0.848, -2.455, -4.348]],
  "lumo_energy_ev": -6.942,
  "homo_lumo_gap_ev": 6.635,
  "total_energy_ev": -118588.9022,
  "total_charge": 2,
  "relative_energy_ev": 1.225,
  "e_homo_ev": -13.6
}



Entry 4:
{
  "formula": "C24H15Cl2LiN4O",
  "method": "ωB97M-V/def2-TZVPD",
  "species": ["Li", "C", "C", "C", "C", "N", "C", "C", "C", "C", "C", "C", "N", "C", "C", "C", "C", "C", "N", "H", "H", "H", "H", "H", "H", "H", "H", "H", "H", "H", "Cl", "C", "C", "C", "Cl", "C", "C", "C", "C", "N", "C", "C", "O", "H", "H", "H", "H"],
  "xyz": [[0.016, 0.070, 0.276], [3.668, -2.261, 0.717], [3.944, -2.620, -0.592], [3.170, -2.100, -1.618], [2.135, -1.230, -1.295], [1.892, -0.866, -0.033], [2.629, -1.367, 0.946], [1.167, -0.689, -2.287], [1.128, -1.045, -3.634], [0.095, -0.544, -4.412], [-0.880, 0.258, -3.840], [-0.767, 0.565, -2.486], [0.253, 0.119, -1.767], [-1.784, 1.309, -1.695], [-2.940, 1.858, -2.238], [-3.865, 2.437, -1.382], [-3.613, 2.453, -0.020], [-2.421, 1.901, 0.433], [-1.535, 1.353, -0.384], [4.243, -2.659, 1.541], [4.752, -3.305, -0.816], [3.373, -2.376, -2.643], [2.367, -1.036, 1.946], [1.866, -1.702, -4.068], [0.035, -0.806, -5.461], [-1.706, 0.615, -4.437], [-3.126, 1.836, -3.302], [-4.776, 2.866, -1.777], [-4.319, 2.882, 0.677], [-2.157, 1.890, 1.485], [-0.444, 0.077, 5.021], [-1.074, -1.068, 3.882], [-1.817, -2.147, 4.354], [-2.333, -3.076, 3.485], [-3.259, -4.411, 4.124], [-2.122, -2.959, 2.100], [-2.612, -3.864, 1.132], [-2.347, -3.654, -0.193], [-1.586, -2.534, -0.564], [-1.115, -1.674, 0.305], [-1.362, -1.854, 1.622], [-0.803, -0.852, 2.516], [-0.127, 0.129, 2.072], [-1.985, -2.247, 5.418], [-3.195, -4.715, 1.457], [-2.713, -4.335, -0.950], [-1.362, -2.347, -1.612]],
  "lumo_energy_ev": -0.305,
  "homo_lumo_gap_ev": 6.260,
  "total_energy_ev": -58392.8896,
  "total_charge": 0,
  "relative_energy_ev": 0.000,
  "e_homo_ev": -6.6
}



Entry 5:
{
  "formula": "C4H7FN3",
  "method": "ωB97M-V/def2-TZVPD",
  "species": ["N", "C", "F", "C", "N", "C", "N", "C", "H", "H", "H", "H", "H", "H", "H"],
  "xyz": [[-0.922, -0.501, -1.792], [-0.248, 0.155, -0.769], [0.694, 1.109, -1.115], [-1.102, 0.793, 0.275], [-0.439, 1.250, 1.225], [0.681, 0.741, 1.683], [1.040, -0.486, 1.357], [0.468, -1.000, 0.119], [-1.807, -0.219, -1.955], [-0.422, -0.442, -2.728], [-2.142, 1.143, 0.187], [1.314, 1.495, 2.145], [1.777, -0.998, 1.798], [-0.294, -1.771, 0.163], [1.402, -1.270, -0.593]],
  "lumo_energy_ev": -5.837,
  "homo_lumo_gap_ev": 8.925,
  "total_energy_ev": -11440.6289,
  "smiles": "N[C@@]1(F)C=NC=[NH+]C1",
  "total_charge": 1,
  "relative_energy_ev": 1.513,
  "e_homo_ev": -14.8
}



Entry 6:
{
  "formula": "C5H10O2",
  "method": "ωB97M-V/def2-TZVPD",
  "species": ["C", "C", "C", "O", "C", "C", "O", "H", "H", "H", "H", "H", "H", "H", "H", "H", "H"],
  "xyz": [[2.340, -0.041, -0.231], [0.886, 0.257, -0.571], [-0.074, -0.551, 0.289], [0.081, -0.165, 1.639], [-1.520, -0.391, -0.175], [-2.156, 0.973, -0.032], [-1.621, 1.975, 0.375], [3.038, 0.537, -0.846], [2.524, 0.204, 0.818], [2.563, -1.105, -0.376], [0.656, 1.319, -0.433], [0.661, -0.007, -1.612], [0.220, -1.611, 0.213], [-0.581, -0.631, 2.168], [-2.189, -1.080, 0.355], [-1.601, -0.680, -1.232], [-3.225, 0.997, -0.350]],
  "lumo_energy_ev": 0.767,
  "homo_lumo_gap_ev": 10.381,
  "total_energy_ev": -9441.6023,
  "smiles": "CC[C@@H](O)CC=O",
  "total_charge": 0,
  "relative_energy_ev": 1.441,
  "e_homo_ev": -9.6
}



Entry 7:
{
  "formula": "C21H21EuN5O4",
  "method": "ωB97M-V/def2-TZVPD",
  "species": ["Eu", "O", "C", "O", "C", "C", "C", "C", "C", "N", "H", "H", "H", "H", "O", "C", "C", "C", "C", "C", "C", "C", "C", "N", "H", "H", "H", "H", "H", "H", "H", "H", "H", "H", "H", "C", "C", "C", "O", "H", "H", "H", "H", "H", "H", "N", "C", "C", "C", "N", "C", "N"],
  "xyz": [[-0.140, 0.367, -0.470], [-0.806, 2.291, 0.464], [0.166, 1.944, 1.177], [1.288, 1.687, 0.685], [-0.166, 1.354, 2.519], [-0.190, 1.938, 3.771], [-0.593, 1.157, 4.848], [-0.954, -0.161, 4.619], [-0.879, -0.659, 3.327], [-0.490, 0.068, 2.282], [0.089, 2.973, 3.893], [-0.626, 1.572, 5.844], [-1.292, -0.797, 5.422], [-1.142, -1.686, 3.115], [-0.476, -1.546, -2.037], [0.330, -2.734, -2.040], [-0.063, -3.619, -0.858], [-0.059, -2.888, 0.499], [1.304, -2.367, 0.863], [2.134, -3.080, 1.722], [3.383, -2.571, 2.040], [3.786, -1.386, 1.444], [2.917, -0.750, 0.571], [1.685, -1.204, 0.299], [-0.381, -1.114, -2.905], [1.394, -2.463, -1.987], [0.156, -3.286, -2.968], [0.625, -4.465, -0.817], [-1.071, -4.004, -1.025], [-0.389, -3.604, 1.253], [-0.783, -2.053, 0.462], [1.799, -4.014, 2.145], [4.037, -3.096, 2.721], [4.758, -0.966, 1.651], [3.212, 0.173, 0.082], [0.422, 3.347, -2.594], [-0.350, 2.153, -3.164], [-0.293, 2.118, -4.694], [-0.047, 0.991, -2.568], [-0.042, 4.286, -2.874], [1.438, 3.307, -2.985], [0.457, 3.271, -1.502], [-0.571, 3.085, -5.102], [-0.968, 1.359, -5.084], [0.723, 1.880, -5.000], [-2.397, -0.161, -0.121], [-2.967, 0.792, -0.476], [-3.485, 1.955, -1.017], [-2.616, 2.333, -1.993], [-1.807, 2.365, -2.843], [-4.579, 2.672, -0.505], [-5.481, 3.238, -0.086]],
  "lumo_energy_ev": [-3.089, -6.658],
  "homo_lumo_gap_ev": [5.568, 5.303],
  "total_energy_ev": -57075.4489,
  "multiplicity": 7,
  "total_charge": 1,
  "relative_energy_ev": 7.882,
  "e_homo_ev": [-8.7, -12.0]
}



Entry 8:
{
  "formula": "C9H11CdNO4",
  "method": "ωB97M-V/def2-TZVPD",
  "species": ["O", "C", "Cd", "C", "C", "O", "O", "O", "C", "C", "C", "C", "C", "C", "N", "H", "H", "H", "H", "H", "H", "H", "H", "H", "H", "H"],
  "xyz": [[-5.253, -3.275, 0.270], [-4.652, -2.998, -0.670], [-0.871, -0.787, -3.083], [-3.036, 0.258, -3.670], [-0.747, -3.208, -3.337], [-3.720, 0.996, -4.230], [-0.311, -4.188, -3.763], [-1.427, -0.633, -0.280], [-0.523, 0.107, 0.120], [-0.440, 0.465, 1.586], [0.787, -0.049, 2.300], [1.997, 0.865, 2.173], [2.500, 0.958, 0.720], [1.473, 1.577, -0.216], [0.471, 0.609, -0.669], [-0.514, 1.564, 1.633], [-1.319, -0.010, 2.030], [0.583, -0.169, 3.364], [1.100, -1.046, 1.988], [1.715, 1.874, 2.491], [2.831, 0.484, 2.778], [3.400, 1.585, 0.662], [2.767, -0.041, 0.350], [0.998, 2.454, 0.255], [1.965, 1.942, -1.116], [0.228, 0.669, -1.684]],
  "lumo_energy_ev": [-11.590, -11.590],
  "homo_lumo_gap_ev": [5.584, 5.583],
  "total_energy_ev": -23735.6648,
  "total_charge": 2,
  "relative_energy_ev": 1.735,
  "e_homo_ev": [-17.2, -17.2]
}



Entry 9:
{
  "formula": "C4H7NO",
  "method": "ωB97M-V/def2-TZVPD",
  "species": ["C", "C", "C", "C", "N", "O", "H", "H", "H", "H", "H", "H", "H"],
  "xyz": [[-0.242, 0.099, -0.071], [-0.195, -1.227, -0.576], [-1.338, -2.145, -0.584], [1.233, 2.078, 1.453], [-0.241, 0.198, -1.316], [1.688, 2.621, 0.299], [0.766, -1.614, -0.705], [-2.188, -1.793, 0.007], [-1.077, -3.182, -0.373], [-1.754, -2.127, -1.624], [1.871, 1.438, 1.832], [0.310, 2.364, 1.802], [1.167, 3.290, -0.144]],
  "lumo_energy_ev": [-0.867, 0.803],
  "homo_lumo_gap_ev": [6.346, 9.318],
  "total_energy_ev": -7792.6472,
  "total_charge": 0,
  "relative_energy_ev": 6.997,
  "e_homo_ev": [-7.2, -8.5]
}



Entry 10:
{
  "formula": "C2H3ClN2O",
  "method": "ωB97M-V/def2-TZVPD",
  "species": ["O", "C", "N", "C", "N", "Cl", "H", "H", "H"],
  "xyz": [[0.619, -0.741, 1.646], [0.013, 0.256, 1.445], [-0.542, 0.620, 0.231], [-0.175, -0.038, -0.929], [0.388, -1.166, -0.751], [1.249, -1.749, -2.131], [-0.199, 1.095, 2.140], [-1.083, 1.378, 0.216], [-0.270, 0.345, -1.868]],
  "lumo_energy_ev": 0.569,
  "homo_lumo_gap_ev": 10.001,
  "total_energy_ev": -19670.8592,
  "smiles": "O=CN/C=N/Cl",
  "total_charge": 0,
  "relative_energy_ev": 1.711,
  "e_homo_ev": -9.4
}



Entry 11:
{
  "formula": "C17H20BrFN6O2",
  "method": "ωB97M-V/def2-TZVPD",
  "species": ["O", "C", "N", "C", "C", "C", "F", "C", "N", "C", "C", "C", "C", "C", "C", "C", "C", "N", "N", "C", "N", "C", "N", "C", "O", "C", "Br", "H", "H", "H", "H", "H", "H", "H", "H", "H", "H", "H", "H", "H", "H", "H", "H", "H", "H", "H", "H"],
  "xyz": [[0.834, -0.277, 2.409], [-0.019, -1.127, 2.247], [-1.197, -1.137, 2.899], [-1.631, -0.028, 3.726], [-1.888, 1.205, 2.867], [-3.001, 1.011, 1.849], [-4.245, 1.121, 2.486], [-2.924, 2.000, 0.691], [-1.871, 1.612, -0.221], [-0.573, 1.964, -0.212], [-0.032, 1.211, -1.225], [1.382, 1.156, -1.687], [1.734, 2.143, -2.774], [3.002, 2.034, -3.569], [1.675, 1.724, -4.213], [2.420, 0.837, -0.640], [2.043, -0.195, -1.662], [-1.001, 0.476, -1.789], [-2.131, 0.716, -1.166], [0.135, -2.194, 1.199], [-0.172, -1.805, -0.038], [-0.028, -2.710, -0.992], [0.386, -3.965, -0.836], [0.683, -4.343, 0.391], [1.099, -5.592, 0.595], [0.570, -3.475, 1.476], [1.002, -4.031, 3.237], [-1.820, -1.914, 2.756], [-2.543, -0.331, 4.241], [-0.885, 0.187, 4.490], [-2.137, 2.057, 3.505], [-0.954, 1.465, 2.365], [-2.956, 0.003, 1.419], [-3.861, 1.994, 0.137], [-2.750, 3.020, 1.036], [-0.152, 2.660, 0.492], [1.393, 3.143, -2.535], [3.509, 2.950, -3.839], [3.691, 1.226, -3.362], [1.421, 0.694, -4.425], [1.261, 2.416, -4.934], [3.387, 1.318, -0.714], [2.101, 0.684, 0.384], [1.447, -1.041, -1.347], [2.744, -0.454, -2.446], [-0.275, -2.389, -1.995], [1.128, -6.023, -0.276]],
  "lumo_energy_ev": 0.446,
  "homo_lumo_gap_ev": 9.630,
  "total_energy_ev": -103747.7074,
  "smiles": "O=C(NCC[C@@H](F)Cn1cc(C2(C3CC3)CC2)nn1)c1ncnc(O)c1Br",
  "total_charge": 0,
  "relative_energy_ev": 0.526,
  "e_homo_ev": -9.2
}



Entry 12:
{
  "formula": "C2H3NO",
  "method": "ωB97M-V/def2-TZVPD",
  "species": ["C", "C", "H", "H", "H", "N", "O"],
  "xyz": [[0.097, 0.352, -0.743], [-0.154, -0.516, 1.364], [1.103, 0.702, -0.691], [-0.664, 1.134, -1.571], [0.152, -0.793, -1.228], [-0.277, 0.475, 0.692], [-0.256, -1.356, 2.177]],
  "lumo_energy_ev": 0.521,
  "homo_lumo_gap_ev": 10.959,
  "total_energy_ev": -5658.4632,
  "total_charge": 0,
  "relative_energy_ev": 1.441,
  "e_homo_ev": -10.4
}